Here is a structure of composition C9H26N2O7Y in a non-equilibrium geometry from the Open Molecules 2025 dataset. Energies are from ωB97M-V/def2-TZVPD.

**Charge**: +1
**2S+1**: 1
**ΔE to the lowest compared entry with this formula, charge and spin**: 140.4 kJ/mol
**E**: -1032.70075 hartree
**Highest occupied orbital energy**: -7.2 eV
**Kohn-Sham gap**: 4.148 eV

CARTESIAN COORDINATES (ANGSTROEM)
O (-2.416, -0.917, -3.365)
H (-2.876, -1.241, -4.166)
Y (0.364, -0.311, -0.155)
N (1.120, 1.658, 0.659)
N (-1.067, 1.342, -0.722)
O (2.465, 1.880, 1.123)
O (-2.408, 1.146, -1.199)
C (0.496, 2.796, 0.307)
C (-0.747, 2.616, -0.385)
C (1.093, 4.086, 0.682)
C (-1.666, 3.744, -0.630)
H (2.174, 3.965, 0.812)
H (0.684, 4.454, 1.634)
H (0.907, 4.863, -0.063)
H (-2.693, 3.383, -0.711)
H (-1.417, 4.284, -1.553)
H (-1.633, 4.477, 0.184)
H (2.690, 1.168, 1.759)
H (-2.391, 0.542, -1.990)
O (-0.804, 0.121, 2.079)
H (-0.339, 0.920, 2.420)
H (-1.748, 0.296, 2.238)
C (-1.004, -1.124, -3.525)
H (-0.672, -1.924, -2.844)
H (-0.486, -0.184, -3.276)
H (-0.716, -1.417, -4.547)
O (2.607, -0.121, -1.042)
H (2.945, 0.780, -1.240)
H (3.384, -0.707, -1.082)
C (2.128, -1.375, 2.643)
O (1.340, -1.714, 1.480)
C (0.961, -3.132, 1.360)
C (0.222, -3.269, 0.020)
O (-0.814, -2.215, -0.126)
C (-2.128, -2.561, 0.362)
H (3.140, -1.129, 2.312)
H (2.129, -2.240, 3.310)
H (1.671, -0.518, 3.137)
H (1.872, -3.753, 1.387)
H (0.297, -3.415, 2.201)
H (0.928, -3.115, -0.814)
H (-0.283, -4.238, -0.069)
H (-2.555, -3.291, -0.341)
H (-2.065, -2.981, 1.373)
H (-2.691, -1.628, 0.362)